Molecular formula: C46H120Cl10N4O36P8
Method: DFT, ωB97M-V/def2-TZVPD

LUMO level (Ha): 0.0024
Total energy (eV): -328868.4810

Geometry (Å):
C 4.353 -1.397 3.854
C 3.608 -0.262 3.159
O 4.296 0.763 3.050
N 2.344 -0.503 2.777
C 1.609 0.285 1.789
H 4.268 -1.067 4.889
H 5.430 -1.307 3.710
H 3.905 -2.368 3.645
H 1.963 -1.427 2.919
H 0.743 0.771 2.239
H 1.106 -0.358 1.066
H 2.268 0.937 1.216
C 7.626 -4.033 -1.833
C 6.714 -2.931 -2.286
O 7.141 -1.779 -2.357
N 5.458 -3.294 -2.482
C 4.428 -2.313 -2.899
H 8.552 -4.043 -2.409
H 7.105 -4.991 -1.844
H 7.935 -3.850 -0.804
H 5.212 -4.254 -2.285
H 3.388 -2.587 -2.722
H 4.488 -1.999 -3.941
H 4.687 -1.391 -2.378
C 1.814 2.451 4.674
C 1.707 3.013 6.013
O 0.704 2.920 6.679
N 2.843 3.518 6.368
C 3.041 4.215 7.655
H 1.503 3.194 3.940
H 1.136 1.639 4.414
H 2.795 2.191 4.276
H 3.714 3.394 5.872
H 4.089 4.132 7.941
H 2.376 3.960 8.481
H 3.083 5.280 7.427
C -1.787 -3.027 2.971
C -0.553 -3.546 3.559
O 0.526 -2.904 3.400
N -0.617 -4.561 4.382
C 0.437 -4.873 5.351
H -1.776 -3.113 1.884
H -1.750 -1.977 3.259
H -2.645 -3.645 3.235
H -1.520 -5.001 4.486
H 1.127 -4.057 5.563
H 1.143 -5.514 4.823
H 0.040 -5.426 6.203
C -2.356 -4.441 -2.446
O -3.436 -5.294 -2.119
P -4.800 -5.489 -3.140
O -5.812 -4.385 -2.957
O -4.222 -5.746 -4.694
C -5.063 -5.922 -5.792
O -5.386 -6.971 -2.769
C -4.597 -8.108 -3.070
H -2.396 -3.960 -3.423
H -1.496 -5.071 -2.220
H -2.495 -3.699 -1.660
H -5.478 -6.930 -5.822
H -4.336 -5.675 -6.566
H -5.867 -5.191 -5.714
H -4.539 -8.603 -2.101
H -3.585 -7.824 -3.360
H -5.129 -8.829 -3.691
C 3.353 6.582 -5.601
O 2.838 5.562 -4.835
P 1.521 5.966 -3.882
O 0.306 6.567 -4.471
O 2.341 6.874 -2.837
C 1.659 7.977 -2.313
O 1.221 4.543 -3.139
C 0.280 3.573 -3.520
H 3.562 7.434 -4.954
H 2.833 6.827 -6.527
H 4.402 6.417 -5.846
H 1.105 7.568 -1.468
H 0.885 8.384 -2.963
H 2.340 8.762 -1.985
H -0.407 3.901 -4.300
H -0.298 3.264 -2.649
H 0.836 2.688 -3.831
C 2.212 -3.501 -7.156
O 1.850 -3.242 -5.866
P 0.387 -2.743 -5.380
O 0.282 -2.535 -3.879
O -0.649 -3.911 -5.972
C -0.759 -5.266 -5.530
O 0.147 -1.506 -6.351
C 0.017 -0.181 -5.795
H 3.210 -3.106 -7.349
H 1.499 -2.944 -7.764
H 2.146 -4.564 -7.391
H -1.053 -5.909 -6.360
H -1.584 -5.354 -4.823
H 0.177 -5.613 -5.091
H -1.038 0.070 -5.908
H 0.641 0.475 -6.402
H 0.319 -0.030 -4.759
C -2.298 1.567 5.107
O -2.614 0.214 5.211
P -4.151 -0.312 5.068
O -5.201 0.176 5.915
O -4.455 -0.105 3.451
C -5.698 0.336 3.003
O -3.898 -1.971 5.031
C -4.984 -2.807 4.912
H -1.677 1.769 4.234
H -1.795 1.781 6.050
H -3.249 2.057 4.897
H -6.039 -0.427 2.303
H -5.734 1.263 2.431
H -6.364 0.397 3.864
H -4.755 -3.556 4.154
H -5.914 -2.259 4.764
H -5.129 -3.198 5.919
C -4.242 3.737 -3.103
O -3.741 2.705 -3.836
P -4.380 1.232 -3.715
O -4.578 0.837 -2.303
O -5.796 1.235 -4.554
C -5.680 1.758 -5.896
O -3.411 0.230 -4.573
C -3.640 -1.216 -4.513
H -4.216 4.664 -3.676
H -3.415 3.792 -2.394
H -5.225 3.587 -2.656
H -6.675 2.200 -5.953
H -5.677 0.937 -6.613
H -4.869 2.477 -6.016
H -4.672 -1.542 -4.386
H -3.172 -1.670 -3.640
H -3.279 -1.738 -5.399
C 2.847 0.247 8.319
O 2.612 -1.153 7.985
P 1.192 -1.894 8.358
O 1.354 -3.331 8.088
O 1.090 -1.478 9.915
C 0.056 -1.904 10.791
O 0.054 -1.040 7.592
C -0.066 -1.232 6.158
H 3.510 0.561 7.513
H 3.471 0.469 9.186
H 2.012 0.945 8.262
H -0.202 -1.063 11.434
H 0.254 -2.783 11.405
H -0.821 -1.895 10.144
H 0.875 -1.550 5.710
H -0.386 -0.339 5.622
H -0.847 -1.983 6.043
C 3.304 9.168 1.370
O 3.244 7.758 1.428
P 4.500 6.823 0.940
O 5.660 6.708 1.878
O 3.784 5.386 0.614
C 3.421 4.493 1.743
O 4.854 7.443 -0.501
C 5.707 6.643 -1.334
H 3.146 9.594 2.361
H 2.647 9.664 0.655
H 4.350 9.429 1.207
H 2.632 4.954 2.337
H 4.128 4.002 2.412
H 2.952 3.609 1.310
H 5.335 6.678 -2.358
H 5.861 5.601 -1.054
H 6.661 7.163 -1.426
C 3.701 1.312 -4.623
O 4.107 1.817 -3.382
P 5.700 1.945 -2.886
O 6.450 0.653 -3.074
O 6.270 3.186 -3.744
C 5.660 4.416 -3.603
O 5.796 2.576 -1.418
C 5.355 1.989 -0.233
H 4.491 0.813 -5.184
H 3.338 2.113 -5.267
H 2.832 0.655 -4.570
H 4.738 4.550 -3.038
H 5.445 4.871 -4.570
H 6.491 5.052 -3.297
H 6.022 2.364 0.543
H 5.269 0.914 -0.391
H 4.413 2.453 0.056
Cl -2.061 5.853 -0.102
C -2.557 4.322 0.782
C -2.578 4.386 2.334
Cl -0.884 4.448 2.933
H -1.916 3.513 0.430
H -3.581 4.152 0.449
H -3.160 3.580 2.781
H -2.965 5.365 2.619
Cl 0.709 0.633 -1.491
C -0.736 -0.437 -1.556
C -1.927 0.162 -0.695
Cl -1.566 0.180 1.074
H -0.422 -1.441 -1.270
H -1.025 -0.478 -2.606
H -2.897 -0.326 -0.793
H -2.114 1.173 -1.055
Cl 1.341 -6.155 -1.557
C 2.344 -5.231 -0.440
C 1.817 -3.801 -0.308
Cl 3.119 -2.856 0.443
H 3.324 -5.165 -0.915
H 2.474 -5.690 0.540
H 0.973 -3.845 0.381
H 1.639 -3.363 -1.291
Cl -8.286 -2.516 -3.957
C -7.733 -1.231 -2.943
C -7.219 -1.571 -1.602
Cl -8.589 -1.978 -0.584
H -8.332 -0.332 -3.087
H -6.826 -0.918 -3.459
H -6.722 -0.742 -1.099
H -6.561 -2.439 -1.664
Cl -6.372 -7.328 0.944
C -5.464 -5.879 0.979
C -6.402 -4.697 1.211
Cl -5.542 -3.199 1.380
H -4.992 -5.873 -0.004
H -4.600 -5.949 1.640
H -6.889 -4.901 2.164
H -7.120 -4.702 0.391